(1)
ORCA calculation (ωB97M-V with the def2-TZVPD basis set) on a molecular structure, C23H16Cl5N6OTi in a non-equilibrium geometry.

```
52
C23H16Cl5N6OTi (ωB97M-V with the def2-TZVPD basis set)
Ti 1.321 -0.562 0.063
C -0.319 -2.639 1.800
N 0.844 -2.737 0.892
C 0.666 -3.672 -0.226
C -0.005 -2.901 -1.318
N 0.248 -1.619 -1.469
C -0.557 -1.181 -2.525
C -0.679 0.078 -3.107
C -1.570 0.194 -4.154
C -2.313 -0.904 -4.618
C -2.190 -2.157 -4.052
C -1.296 -2.266 -2.995
N -0.921 -3.344 -2.194
C -0.825 -1.235 1.915
N -0.574 -0.293 1.033
C -1.279 0.837 1.463
C -1.388 2.104 0.901
C -2.156 3.027 1.578
C -2.809 2.703 2.778
C -2.723 1.443 3.333
C -1.944 0.523 2.644
N -1.629 -0.810 2.902
H -0.063 -3.022 2.789
H -1.132 -3.262 1.416
H 1.669 -2.957 1.439
H 0.108 -4.573 0.042
H 1.655 -3.984 -0.569
H -0.088 0.913 -2.758
H -1.696 1.152 -4.638
H -2.997 -0.764 -5.444
H -2.758 -3.002 -4.416
H -1.244 -4.293 -2.278
H -0.883 2.354 -0.022
H -2.258 4.028 1.180
H -3.398 3.461 3.276
H -3.230 1.192 4.254
H -1.924 -1.352 3.697
Cl 2.302 5.053 2.853
C 2.213 3.821 1.655
C 1.692 2.561 1.985
Cl 1.111 2.226 3.580
C 1.604 1.610 1.007
Cl 2.445 -0.740 2.181
C 2.023 1.879 -0.264
O 1.784 0.822 -1.083
C 2.556 3.098 -0.640
Cl 3.060 3.363 -2.264
C 2.647 4.080 0.351
Cl 3.291 5.622 -0.053
N 4.584 -1.300 -0.654
C 3.448 -1.243 -0.484
H 5.577 -1.331 -0.781
```

Results
* energy above the lowest of the compared OMol25 structures with the same formula, charge and spin: 0.000 eV
* net charge: +1
* spin multiplicity: 1
* HOMO (spin up / spin down): -10.470 / -10.469 eV
* frontier orbital gap (spin up / spin down): 6.890 / 6.878 eV



(2)
ORCA calculation (ωB97M-V with the def2-TZVPD basis set) on a molecular structure, C4H12N4 in a non-equilibrium geometry.

```
20
C4H12N4 (ωB97M-V with the def2-TZVPD basis set)
C -1.426 0.775 -0.568
C -0.218 -3.021 -0.677
C 0.076 -1.627 -0.221
N 1.203 -1.083 -0.524
H 1.938 -1.663 -0.945
H -0.548 -3.607 0.185
H -1.982 1.655 -0.242
H -1.571 0.444 -1.589
H -1.593 -0.053 0.111
H -1.072 -3.016 -1.353
H 0.637 -3.526 -1.153
C 0.418 1.919 0.931
N 0.191 1.380 -0.354
N 0.381 0.963 1.909
N 0.570 3.152 1.215
H 0.489 -0.005 1.628
H 0.326 2.081 -1.075
H 0.991 0.211 -0.489
H 0.763 1.254 2.793
H 0.426 3.767 0.418
```

Results
* energy above the lowest of the compared OMol25 structures with the same formula, charge and spin: 3.668 eV
* net charge: 0
* spin multiplicity: 1
* HOMO: -6.959 eV
* frontier orbital gap: 7.826 eV



(3)
ORCA calculation (ωB97M-V with the def2-TZVPD basis set) on 10 unconnected molecules or ions with the total composition C28H66O22S5 in a non-equilibrium geometry.

```
121
C28H66O22S5 (ωB97M-V with the def2-TZVPD basis set)
O -2.299 0.236 2.173
S -3.356 -0.497 1.520
O -3.907 -0.145 0.234
C -3.094 -2.358 1.716
C -3.705 -2.790 3.106
C -5.019 -1.962 3.163
C -4.646 -0.548 2.895
H -2.021 -2.552 1.717
H -3.640 -2.793 0.880
H -3.940 -3.829 3.335
H -3.023 -2.454 3.887
H -5.362 -2.086 4.190
H -5.795 -2.460 2.582
H -4.067 -0.280 3.780
H -5.489 0.142 2.842
O 1.120 3.943 6.532
S 1.067 2.674 5.781
O -0.045 1.768 5.932
C 1.402 2.933 3.910
C 2.693 2.090 3.665
C 2.827 1.025 4.744
C 2.545 1.742 6.125
H 1.768 3.953 3.792
H 0.615 2.589 3.238
H 2.840 1.755 2.638
H 3.464 2.855 3.756
H 3.817 0.590 4.600
H 2.192 0.149 4.616
H 3.340 2.434 6.402
H 2.298 1.178 7.024
O 3.983 -2.538 0.576
S 3.913 -3.312 1.788
O 4.860 -4.360 2.121
C 3.828 -2.110 3.172
C 3.089 -3.145 4.106
C 1.937 -3.937 3.473
C 2.210 -4.085 1.979
H 3.256 -1.211 2.941
H 4.830 -2.024 3.593
H 3.838 -3.855 4.454
H 2.770 -2.622 5.008
H 1.094 -3.303 3.750
H 1.945 -4.889 4.003
H 1.589 -3.450 1.347
H 2.096 -5.061 1.508
O -2.642 -0.609 -3.810
S -2.686 -2.001 -4.134
O -1.611 -2.663 -4.960
C -2.933 -2.779 -2.471
C -4.206 -3.592 -2.603
C -5.168 -2.772 -3.452
C -4.306 -2.448 -4.731
H -2.865 -1.928 -1.792
H -2.082 -3.390 -2.170
H -3.829 -4.490 -3.094
H -4.694 -3.892 -1.675
H -5.442 -1.896 -2.864
H -6.118 -3.144 -3.837
H -4.564 -1.818 -5.582
H -4.155 -3.378 -5.277
O 3.671 1.770 -2.432
S 3.328 0.447 -2.942
O 3.896 -0.699 -2.256
O 1.664 0.366 -3.126
C 1.251 -0.585 -4.098
C 2.377 -0.592 -5.110
O 3.418 0.177 -4.578
H 0.858 -1.534 -3.735
H 0.310 -0.263 -4.543
H 1.976 -0.291 -6.078
H 2.707 -1.609 -5.325
O -0.150 2.393 -4.939
C 0.542 3.252 -4.031
C 1.996 3.320 -4.547
O 1.944 4.087 -5.705
H -0.459 2.956 -5.653
H 0.211 4.284 -3.915
H 0.451 2.788 -3.049
H 2.373 2.337 -4.832
H 2.814 3.794 -4.005
H 1.125 3.743 -6.069
O 2.158 -2.666 -1.384
C 2.401 -3.424 -2.546
C 1.486 -4.661 -2.725
O 0.267 -4.245 -3.374
H 2.956 -2.464 -0.891
H 2.321 -2.927 -3.513
H 3.439 -3.713 -2.378
H 1.217 -5.231 -1.836
H 1.926 -5.326 -3.468
H -0.325 -4.986 -3.524
O -0.126 -1.336 0.216
C -0.413 -0.264 -0.711
C 0.397 0.976 -0.240
O -0.246 1.617 0.831
H 0.830 -1.366 0.129
H 0.001 -0.727 -1.606
H -1.463 -0.027 -0.880
H 0.502 1.766 -0.983
H 1.367 0.603 0.086
H -0.611 0.963 1.431
O -1.944 4.636 2.425
C -2.714 3.443 2.610
C -3.858 3.518 1.620
O -4.910 4.388 2.141
H -1.365 4.328 1.724
H -1.939 2.686 2.485
H -2.930 3.350 3.674
H -4.063 2.448 1.575
H -3.552 3.888 0.642
H -4.479 5.242 2.226
O 0.658 4.287 0.279
C 1.972 4.580 -0.239
C 2.149 6.030 -0.612
O 1.278 6.538 -1.622
H 0.332 3.408 0.073
H 2.800 4.321 0.421
H 2.150 4.019 -1.157
H 3.122 6.157 -1.086
H 1.951 6.744 0.187
H 0.442 6.690 -1.175
```

Results
* net charge: 0
* SMILES: O=S1(=O)CCCC1.O=S1(=O)CCCC1.O=S1(=O)CCCC1.O=S1(=O)CCCC1.O=S1(=O)OCCO1.OCCO.OCCO.OCCO.OCCO.OCCO
* spin multiplicity: 1
* HOMO: -9.434 eV
* frontier orbital gap: 9.443 eV



(4)
ORCA calculation (ωB97M-V with the def2-TZVPD basis set) on a molecular structure, C3H6N4OS2 in a non-equilibrium geometry.

```
16
C3H6N4OS2 (ωB97M-V with the def2-TZVPD basis set)
C 2.740 1.037 0.108
C -2.570 0.880 0.421
C 0.892 -0.476 0.271
N 3.028 2.173 0.193
N 2.209 -0.156 -0.053
N -0.100 0.435 -0.803
N 0.470 -1.741 0.010
O 1.224 -2.448 -0.712
S -1.071 -2.108 0.630
S -1.694 -0.004 -0.908
H -2.655 1.969 0.523
H -2.370 0.365 1.440
H -3.621 0.456 0.188
H 0.562 -0.075 1.145
H 2.608 -0.833 -0.715
H 0.347 0.526 -1.737
```

Results
* expectation value of S²: 2.01
* net charge: 0
* spin multiplicity: 3
* HOMO (spin up / spin down): -7.304 / -9.430 eV
* frontier orbital gap (spin up / spin down): 7.800 / 7.062 eV



(5)
ORCA calculation (ωB97M-V with the def2-TZVPD basis set) on a molecular structure, C39H31BiN6O2PS2.

```
82
C39H31BiN6O2PS2 (ωB97M-V with the def2-TZVPD basis set)
Bi 0.348 -1.101 -0.034
C -3.920 -0.344 1.441
C -2.499 -0.041 0.974
N -1.855 -1.147 0.359
N -2.408 -2.329 0.770
C -1.787 -3.429 0.677
S -0.157 -3.688 0.071
S -2.614 -4.832 1.410
C -2.266 -4.384 3.141
C -3.226 -3.421 3.792
C -2.718 -2.394 4.582
C -3.566 -1.495 5.216
C -4.939 -1.610 5.060
C -5.455 -2.632 4.271
C -4.605 -3.530 3.643
C -2.403 1.211 0.134
C -3.518 1.806 -0.445
C -3.412 2.998 -1.141
C -2.165 3.607 -1.260
C -1.038 3.012 -0.727
C -1.129 1.787 -0.036
O -0.068 1.193 0.453
H -3.925 -1.152 2.166
H -4.368 0.549 1.874
H -4.506 -0.668 0.583
H -2.223 -5.329 3.687
H -1.267 -3.949 3.147
H -1.644 -2.288 4.686
H -3.151 -0.699 5.822
H -5.604 -0.908 5.546
H -6.526 -2.725 4.139
H -5.009 -4.310 3.009
H -4.491 1.345 -0.342
H -4.293 3.457 -1.570
H -2.076 4.554 -1.779
H -0.055 3.456 -0.837
N -0.809 -0.562 -7.592
C -0.653 -0.655 -6.456
C -0.454 -0.766 -5.032
C -0.389 0.386 -4.250
C -0.178 0.277 -2.886
C -0.041 -0.971 -2.275
C -0.120 -2.112 -3.069
C -0.323 -2.017 -4.439
H -0.506 1.357 -4.716
H -0.131 1.181 -2.294
H -0.039 -3.094 -2.617
H -0.387 -2.909 -5.048
O -0.967 -0.665 2.757
N -1.712 0.234 2.363
C -1.886 1.331 3.076
C -2.790 2.382 2.732
N -3.526 3.256 2.597
C -1.155 1.453 4.298
N -0.587 1.581 5.290
C 3.020 2.026 0.764
P 2.830 1.203 -0.868
C 4.014 -0.195 -0.689
C 4.663 -0.707 -1.815
C 5.488 -1.815 -1.718
C 5.669 -2.447 -0.493
C 5.009 -1.966 0.627
C 4.183 -0.853 0.528
C 3.857 2.316 -1.917
C 5.184 2.639 -1.631
C 5.893 3.502 -2.451
C 5.286 4.052 -3.576
C 3.970 3.738 -3.872
C 3.261 2.875 -3.044
H 4.060 2.066 1.089
H 2.405 1.514 1.504
H 2.621 3.036 0.666
H 4.521 -0.227 -2.778
H 5.983 -2.195 -2.603
H 6.319 -3.309 -0.414
H 5.127 -2.464 1.581
H 3.667 -0.498 1.412
H 5.669 2.201 -0.766
H 6.921 3.747 -2.216
H 5.846 4.718 -4.221
H 3.494 4.161 -4.748
H 2.230 2.627 -3.271
```

Results
* energy above the lowest of the compared OMol25 structures with the same formula, charge and spin: 0.162 eV
* net charge: -1
* spin multiplicity: 1
* HOMO: -5.121 eV
* frontier orbital gap: 7.096 eV



(6)
ORCA calculation (ωB97M-V with the def2-TZVPD basis set) on C5H7NO in the gas phase.

```
14
C5H7NO (ωB97M-V with the def2-TZVPD basis set)
C 0.896 0.064 1.693
C 0.158 0.385 0.444
O -0.777 1.374 0.518
C -1.543 1.279 -0.593
C -1.111 0.272 -1.390
C 0.025 -0.298 -0.723
N 0.861 -1.332 -1.214
H 1.964 -0.106 1.543
H 0.773 0.865 2.420
H 0.468 -0.841 2.135
H -2.339 2.005 -0.667
H -1.551 -0.062 -2.316
H 0.435 -2.250 -1.139
H 1.740 -1.357 -0.710
```

Results
* energy above the lowest of the compared OMol25 structures with the same formula, charge and spin: 0.854 eV
* net charge: 0
* SMILES: Cc1occc1N
* spin multiplicity: 1
* HOMO: -8.023 eV
* frontier orbital gap: 8.997 eV



(7)
ORCA calculation (ωB97M-V with the def2-TZVPD basis set) on a molecular structure, C41H60BaN4O7P2S.

```
116
C41H60BaN4O7P2S (ωB97M-V with the def2-TZVPD basis set)
Ba 0.420 -0.120 -0.314
C 0.394 3.800 -0.930
C -1.015 3.863 -0.343
C -1.715 5.141 -0.790
P -1.880 2.268 -0.758
C -3.625 2.541 -0.217
C -4.468 1.342 -0.645
C -3.698 2.754 1.293
C -1.982 2.302 -2.571
C -2.876 3.123 -3.261
C -2.937 3.172 -4.643
C -3.922 4.052 -5.364
C -2.041 2.363 -5.343
C -1.149 1.535 -4.696
C -1.100 1.461 -3.285
N -0.238 0.644 -2.602
C 0.571 -0.233 -3.364
C 1.936 0.059 -3.547
C 2.511 1.333 -2.987
C 2.728 -0.794 -4.306
C 2.207 -1.942 -4.894
C 3.084 -2.849 -5.712
C 0.867 -2.237 -4.678
C 0.045 -1.415 -3.914
C -1.406 -1.753 -3.720
H 0.959 4.702 -0.685
H 0.355 3.705 -2.017
H 0.962 2.949 -0.543
H -0.939 3.864 0.751
H -1.797 5.178 -1.877
H -1.142 6.014 -0.468
H -2.716 5.231 -0.367
H -4.013 3.435 -0.712
H -4.075 0.422 -0.202
H -4.475 1.218 -1.728
H -5.499 1.460 -0.305
H -3.348 1.870 1.832
H -4.731 2.936 1.597
H -3.106 3.611 1.620
H -3.557 3.755 -2.702
H -4.426 4.725 -4.670
H -4.691 3.463 -5.869
H -3.431 4.663 -6.123
H -2.044 2.384 -6.427
H -0.470 0.925 -5.279
H 2.586 1.327 -1.891
H 1.889 2.188 -3.249
H 3.520 1.497 -3.363
H 3.774 -0.548 -4.458
H 3.542 -2.309 -6.542
H 2.515 -3.681 -6.124
H 3.895 -3.261 -5.107
H 0.447 -3.137 -5.116
H -1.617 -2.772 -4.047
H -2.045 -1.071 -4.286
H -1.703 -1.649 -2.673
N 3.466 3.460 6.385
C 3.161 2.836 5.471
C 2.752 2.091 4.308
C 2.296 0.789 4.415
C 1.906 0.142 3.246
N 1.929 0.716 2.042
C 2.378 1.980 1.966
C 2.806 2.706 3.053
H 2.207 0.254 5.357
H 1.549 -0.880 3.308
H 2.405 2.432 0.980
H 3.164 3.719 2.939
C -1.716 -3.296 0.101
C -0.294 -3.330 0.621
O 0.650 -2.859 -0.352
C 0.964 -3.828 -1.370
C 2.345 -3.550 -1.908
H -2.399 -3.635 0.880
H -1.841 -3.939 -0.771
H -2.015 -2.280 -0.180
H -0.015 -4.342 0.928
H -0.177 -2.698 1.500
H 0.214 -3.770 -2.164
H 0.913 -4.823 -0.919
H 2.543 -4.191 -2.767
H 3.110 -3.740 -1.156
H 2.421 -2.517 -2.254
N 4.178 -2.034 0.756
C 3.846 -2.357 2.099
C 4.504 -1.814 3.196
C 4.016 -2.044 4.477
C 2.866 -2.796 4.670
C 2.279 -3.430 3.586
C 2.781 -3.230 2.312
S 2.017 -2.764 6.245
O 3.041 -2.922 7.252
O 1.419 -1.418 6.223
O 1.024 -3.820 6.152
H 4.636 -1.133 0.685
H 3.319 -2.043 0.223
H 5.367 -1.175 3.049
H 4.499 -1.599 5.338
H 1.416 -4.060 3.762
H 2.328 -3.714 1.457
C -1.038 1.849 3.750
O -0.972 0.440 3.935
P -1.546 -0.537 2.793
O -1.183 -1.960 3.399
C -1.365 -2.309 4.806
O -3.130 -0.326 3.122
C -4.068 -1.137 2.421
H -2.045 2.214 3.956
H -0.758 2.127 2.727
H -0.335 2.296 4.449
H -1.181 -3.377 4.879
H -2.383 -2.066 5.109
H -0.624 -1.790 5.408
H -3.784 -1.261 1.371
H -5.034 -0.639 2.468
H -4.142 -2.121 2.887
```

Results
* energy above the lowest of the compared OMol25 structures with the same formula, charge and spin: 0.500 eV
* net charge: 0
* spin multiplicity: 1
* HOMO: -7.490 eV
* frontier orbital gap: 6.955 eV



(8)
ORCA calculation (ωB97M-V with the def2-TZVPD basis set) on C3H9BO2 in the gas phase in a non-equilibrium geometry.

```
15
C3H9BO2 (ωB97M-V with the def2-TZVPD basis set)
C 1.739 0.081 0.563
C 0.773 0.110 -0.652
B -0.498 1.067 -0.178
O -0.436 2.458 -0.460
O -1.647 0.546 0.319
C -1.987 -0.826 0.432
H 2.523 -0.649 0.457
H 2.245 1.007 0.772
H 1.286 -0.536 1.325
H 1.199 0.491 -1.597
H 0.305 -0.937 -0.838
H -1.218 2.971 -0.250
H -2.152 -0.919 1.516
H -1.296 -1.515 -0.078
H -2.928 -0.958 -0.179
```

Results
* energy above the lowest of the compared OMol25 structures with the same formula, charge and spin: 0.193 eV
* net charge: 0
* SMILES: CCB(O)OC
* spin multiplicity: 1
* HOMO: -10.134 eV
* frontier orbital gap: 10.851 eV



no.,calculated total energy (eV)
1,-120823.8551
2,-10299.6037
3,-129317.8367
4,-32880.4696
5,-90780.3467
6,-8835.3493
7,-93893.6557
8,-8029.9455